Molecular formula: C22H24ClN5O5
Method: DFT, ωB97M-V/def2-TZVPD

```
57
Properties=species:S:1:pos:R:3
O -2.83 0.84 -1.04
H -2.87 -0.41 -4.43
C -2.91 -1.09 0.15
H 1.79 2.73 1.76
C 3.49 2.94 0.47
C -2.54 -2.26 -3.42
H 0.49 -0.67 0.64
C -2.79 -3.26 1.13
H 0.51 1.08 0.97
H 3.22 1.34 4.10
H 2.70 0.34 0.11
N 0.53 -0.15 2.66
N -0.23 1.83 -2.46
H -3.10 -4.29 1.18
C -1.72 -2.95 -2.54
N -3.43 -0.20 -0.86
H 0.84 1.66 3.63
O 0.58 3.02 -0.15
H -1.41 -3.44 2.77
C -0.60 -2.34 -1.99
H -4.08 -2.75 -0.52
H -0.85 2.07 -1.70
C 0.91 0.10 1.29
O -0.72 -1.20 4.22
H 4.50 2.52 0.38
C 2.44 0.11 1.14
C -0.31 -1.04 -2.33
C 1.23 0.64 3.66
N 3.09 1.04 2.04
O 1.95 1.72 -3.09
Cl -2.10 -4.58 -2.11
H 2.82 -0.89 1.38
C -3.34 -2.41 0.19
H 1.01 0.21 4.63
H 3.27 2.25 -1.53
H -1.67 1.62 -3.94
O -4.40 -0.55 -1.49
C -1.98 -0.60 1.05
H -3.41 -2.73 -3.84
H 3.56 4.03 0.52
H 3.34 3.00 2.59
C 1.08 2.03 -2.29
H 3.16 -0.35 3.57
C -1.12 -0.32 -3.21
H -1.72 0.45 1.02
C -0.78 1.10 -3.57
C -1.83 -2.79 2.02
C -2.23 -0.95 -3.75
H -0.01 1.10 -4.36
C -1.41 -1.46 1.98
C -0.49 -0.94 3.05
C 2.85 2.45 1.78
H 0.02 -2.89 -1.31
H 0.57 -0.57 -1.92
N 2.75 2.56 -0.72
C 2.75 0.65 3.40
C 1.43 2.63 -0.93
```

Results
DFT total energy in eV: -53413.197
E_LUMO in eV: -0.70
Gap between HOMO and LUMO in eV: 7.85
SMILES string: O=C(NCCN1CCN(C(=O)c2cccc([N+](=O)[O-])c2)CC1)C(=O)NCc1ccc(Cl)cc1



Molecular formula: C6H12O2
Method: DFT, ωB97M-V/def2-TZVPD

```
20
Properties=species:S:1:pos:R:3
C -1.63 1.60 1.46
O 0.28 -2.73 0.64
H 2.72 -1.02 -2.32
C -0.35 1.07 0.92
C 0.96 -0.26 -2.27
C -1.92 1.03 2.87
H -2.84 1.46 3.27
H -2.52 1.48 0.84
H 0.68 -2.63 1.51
C -0.24 0.70 -0.36
H 0.49 0.92 1.59
H 1.95 0.39 -0.60
C 0.96 0.23 -1.03
H 0.83 -2.13 0.12
O 1.98 -0.92 -2.90
H 0.07 -0.46 -2.88
H -1.96 -0.06 2.90
H -1.08 1.29 3.53
H -1.09 0.86 -1.02
H -1.54 2.69 1.57
```

Results
DFT total energy in eV: -10510.194
E_LUMO in eV: 0.67
Gap between HOMO and LUMO in eV: 8.88
SMILES string: CC/C=C/C=C/O.O



Molecular formula: C3H8N5
Method: DFT, ωB97M-V/def2-TZVPD

```
16
Properties=species:S:1:pos:R:3
N 2.88 -0.89 -1.10
H -0.94 2.61 -0.47
C -0.81 -0.09 0.45
H 0.24 2.07 -1.54
H 3.47 -0.35 -0.44
H 3.15 -0.87 -2.07
H -2.21 -0.15 2.07
N 0.88 -1.76 0.07
H -2.07 1.32 1.35
N -0.18 1.95 -0.62
H -0.80 -2.14 0.98
C -2.12 0.31 1.13
N -0.10 0.61 -0.33
H -2.91 0.00 0.44
C 1.76 -1.21 -0.59
N -0.24 -1.42 0.66
```

Results
Net charge: +1
DFT total energy in eV: -10681.385
E_LUMO in eV: -3.29
Gap between HOMO and LUMO in eV: 9.15
SMILES string: C/C(=N\N)NN=C=[NH2+]



Question: What is the E_LUMO in the third record?
Answer: -3.29 eV